[1]
This record from OMol25 describes a structure of composition C39H29BBr2IrN10O5. The level of theory is ωB97M-V/def2-TZVPD.

Structure (XYZ):
```
87
Properties=species:S:1:pos:R:3:lowdin_spin:R:1
Ir -0.268 0.647 0.282 0.257
Br 7.230 1.248 0.078 0.000
C 5.509 1.469 0.754 0.000
C 5.075 0.727 1.840 0.000
C 3.785 0.926 2.288 0.001
N 2.954 1.802 1.714 0.001
C 3.374 2.557 0.682 0.001
C 4.647 2.393 0.169 0.000
C 2.463 3.586 0.113 0.005
C 2.972 4.640 -0.618 -0.001
C 2.119 5.585 -1.182 0.006
Br 2.820 7.007 -2.148 0.003
C 0.748 5.461 -0.998 -0.001
C 0.290 4.410 -0.245 0.005
N 1.121 3.500 0.289 -0.002
H 5.717 0.008 2.327 0.000
H 3.372 0.378 3.124 0.000
H 4.986 2.962 -0.683 0.000
H 4.037 4.760 -0.734 0.000
H 0.054 6.180 -1.408 0.000
H -0.754 4.252 -0.014 0.001
C -4.342 -2.230 2.228 0.000
N -3.102 -1.456 2.326 -0.001
C -2.643 -0.604 1.428 -0.004
N -1.368 -0.345 1.695 0.005
C -1.109 -1.061 2.828 0.002
N -2.140 -1.759 3.222 0.000
C -4.102 -3.487 1.420 0.000
C -4.329 -4.736 1.974 0.000
C -4.072 -5.886 1.235 0.000
C -3.560 -5.794 -0.045 0.000
C -3.319 -4.538 -0.605 0.000
C -3.606 -3.393 0.122 0.000
C -2.729 -4.467 -1.942 0.000
N -2.386 -5.457 -2.690 0.000
N -1.823 -4.918 -3.828 0.000
C -1.865 -3.639 -3.691 0.000
O -2.433 -3.266 -2.513 0.000
C -1.351 -2.645 -4.634 0.000
C -0.797 -3.095 -5.834 0.000
C -0.278 -2.185 -6.736 0.000
C -0.297 -0.825 -6.450 0.000
C -0.855 -0.371 -5.264 0.000
C -0.888 1.113 -4.971 0.000
N -0.227 1.405 -3.693 0.000
C -0.767 1.332 -2.490 -0.001
N 0.187 1.468 -1.570 0.000
C 1.322 1.633 -2.311 0.000
N 1.102 1.603 -3.599 0.000
C -1.386 -1.285 -4.358 0.000
H -5.081 -1.582 1.756 0.000
H -4.671 -2.452 3.239 0.000
H -3.220 -0.218 0.605 -0.001
H -0.152 -1.059 3.316 0.000
H -4.708 -4.818 2.985 0.000
H -4.259 -6.858 1.670 0.000
H -3.335 -6.681 -0.622 0.000
H -3.424 -2.428 -0.335 0.000
H -0.781 -4.156 -6.040 0.000
H 0.151 -2.534 -7.665 0.000
H 0.120 -0.119 -7.157 0.000
H -1.907 1.491 -4.889 0.000
H -0.367 1.681 -5.736 0.000
H -1.815 1.176 -2.298 -0.001
H 2.305 1.753 -1.888 0.000
H -1.829 -0.957 -3.424 0.000
O -0.751 2.542 1.302 0.205
C 0.500 2.450 1.202 0.077
C 1.962 -1.486 -0.439 0.029
C 0.560 -0.983 -0.415 0.105
O -0.389 -1.468 -0.996 0.263
H 1.967 -2.576 -0.465 0.002
H 2.527 -1.112 0.411 0.000
H 2.416 -1.123 -1.366 0.000
O 1.148 0.905 3.200 0.005
B 1.507 2.065 2.442 0.022
O 1.653 3.189 3.324 0.012
C 1.395 2.694 4.585 0.001
C 1.420 3.371 5.780 0.001
C 1.135 2.633 6.930 0.000
C 0.850 1.277 6.864 0.001
C 0.832 0.599 5.643 0.000
C 1.103 1.341 4.518 0.001
H 1.649 4.427 5.821 0.000
H 1.142 3.129 7.890 0.000
H 0.638 0.732 7.773 0.000
H 0.621 -0.461 5.596 0.000
```

The multiplicity is 2. As for the net charge: +2. Its energy relative to the best compared isomer or geometry (same formula, charge and spin) is 18.2 kcal/mol. The HOMO energy (spin up / spin down) is -12.49 / -12.49 eV. The HOMO-LUMO gap (spin up / spin down) is 5.439 / 5.004 eV. The LUMO energy (spin up / spin down) is -7.052 / -7.488 eV.

***

[2]
This record from OMol25 describes a cluster of 8 separate species, C6H30N2O7 in total. The level of theory is ωB97M-V/def2-TZVPD.

Structure (XYZ):
```
45
Properties=species:S:1:pos:R:3:lowdin_charge:R:1
C 2.559 2.163 0.165 -0.142
C 1.609 2.184 1.314 -0.240
C 0.646 0.919 1.193 -0.339
C 1.274 -0.554 0.888 -0.113
N 1.182 -0.727 -0.632 -0.151
C 2.131 -1.710 -1.261 -0.124
N -0.218 0.855 2.338 -0.109
C -0.995 2.106 2.687 -0.100
H 3.339 1.434 0.549 0.092
H 1.960 2.058 -0.784 0.048
H 3.137 3.233 0.166 0.123
H 2.261 1.963 2.133 0.097
H 1.024 3.097 1.341 0.101
H 0.002 1.087 0.251 0.119
H 0.568 -1.368 1.134 0.087
H 2.287 -0.512 1.336 0.107
H 1.249 0.176 -1.126 0.027
H 1.688 -1.909 -2.349 0.091
H 1.905 -2.727 -0.726 0.099
H 3.161 -1.347 -1.192 0.058
H 0.199 0.427 3.161 0.112
H -0.429 2.921 3.282 0.092
H -1.330 2.629 1.920 0.007
H -1.785 1.734 3.441 0.100
O 2.268 1.347 -3.079 -0.039
H 3.075 1.121 -2.568 0.064
H 2.024 2.206 -2.861 -0.008
O -4.180 -1.403 1.428 -0.008
H -4.402 -0.449 1.509 0.093
H -4.748 -1.830 0.867 0.010
O -3.668 -0.901 -1.943 0.001
H -3.283 -1.475 -1.218 0.076
H -3.273 -0.974 -2.692 -0.090
O -1.879 -2.113 2.375 -0.046
H -1.332 -1.368 2.437 -0.027
H -2.797 -1.878 2.410 -0.009
O -1.117 -3.763 0.318 -0.047
H -0.792 -3.061 1.037 0.073
H -0.523 -3.585 -0.287 -0.100
O -0.558 1.494 -1.659 -0.028
H -1.472 1.726 -1.572 0.050
H -0.288 1.297 -2.532 0.015
O -0.400 -1.655 -3.859 0.023
H 0.271 -1.490 -4.383 -0.052
H -0.349 -1.378 -2.959 0.005
```

Its structure (SMILES) is CC[C@@H](CNC)NC.O.O.O.O.O.O.O. Its energy relative to the best compared isomer or geometry (same formula, charge and spin) is 142.4 kcal/mol. The HOMO energy is -8.55 eV. The HOMO-LUMO gap is 8.866 eV. The LUMO energy is 0.320 eV.

***

[3]
This record from OMol25 describes a cluster of 2 separate species, CH2NO2S in total. The level of theory is ωB97M-V/def2-TZVPD.

Structure (XYZ):
```
7
Properties=species:S:1:pos:R:3:lowdin_charge:R:1
C 1.861 0.455 0.387 -0.508
N 1.174 -0.506 0.207 -0.394
O 2.350 1.516 0.619 0.001
O -2.122 0.442 -0.404 -0.237
S 0.013 -1.835 -0.270 0.164
H -2.146 -0.598 -0.322 -0.016
H -1.131 0.527 -0.217 -0.011
```

As for the net charge: -1. Its energy relative to the best compared isomer or geometry (same formula, charge and spin) is 9.0 kcal/mol. The HOMO energy is -3.58 eV. The HOMO-LUMO gap is 7.500 eV. The LUMO energy is 3.916 eV.

***

[4]
This record from OMol25 describes a structure of composition C2H3Br3ClP. The level of theory is ωB97M-V/def2-TZVPD.

Structure (XYZ):
```
10
Properties=species:S:1:pos:R:3:lowdin_charge:R:1
C -1.055 0.308 0.208 -0.324
C -0.140 -0.544 -0.591 -1.585
P 1.757 -0.302 -0.091 0.197
Cl -0.204 -0.230 -2.332 0.553
Br 2.671 1.840 -0.232 0.098
Br 1.406 -0.276 2.162 0.213
Br -0.298 -2.452 -0.196 0.628
H -0.924 0.172 1.352 0.028
H -2.169 0.134 -0.028 0.100
H -1.042 1.349 -0.253 0.092
```

Its energy relative to the best compared isomer or geometry (same formula, charge and spin) is 18.3 kcal/mol. The HOMO energy is -9.70 eV. The HOMO-LUMO gap is 9.184 eV. The LUMO energy is -0.519 eV.

***

[5]
This record from OMol25 describes an isolated molecule of C5H10O2S. The level of theory is ωB97M-V/def2-TZVPD.

Structure (XYZ):
```
18
Properties=species:S:1:pos:R:3:lowdin_charge:R:1
O 2.639 -0.193 -0.720 -0.005
C 1.652 -0.508 0.197 -0.372
C 0.425 -1.359 -0.235 -0.028
C -0.334 0.014 -0.270 -0.578
O -0.337 0.592 -1.578 -0.026
C -1.723 -0.161 0.365 -0.512
S -2.749 1.311 0.610 0.719
C 0.751 0.730 0.592 -0.034
H 2.182 0.075 -1.529 0.096
H 2.172 -0.937 1.081 0.145
H 0.559 -1.830 -1.218 0.125
H -0.009 -2.069 0.456 0.111
H -1.228 1.016 -1.669 0.094
H -2.260 -0.863 -0.237 0.074
H -1.485 -0.605 1.367 0.093
H -1.839 2.205 1.062 -0.132
H 0.985 1.680 0.079 0.124
H 0.600 0.903 1.647 0.107
```

Its structure (SMILES) is O[C@H]1C[C@](O)(CS)C1. Its energy relative to the best compared isomer or geometry (same formula, charge and spin) is 37.6 kcal/mol. The HOMO energy is -9.48 eV. The HOMO-LUMO gap is 10.177 eV. The LUMO energy is 0.694 eV.

***

[6]
This record from OMol25 describes a structure of composition C28H49Br3F3KN2NaO13PS3. The level of theory is ωB97M-V/def2-TZVPD.

Structure (XYZ):
```
104
Properties=species:S:1:pos:R:3:lowdin_charge:R:1
C -1.061 1.044 -1.667 -0.081
C 0.293 0.549 -2.352 -0.249
C 1.013 1.835 -2.916 -0.233
C 2.338 1.371 -3.651 -0.619
S 2.121 1.987 -5.435 0.835
N 2.536 -0.117 -3.892 0.049
C 3.711 -0.125 -4.759 -0.500
O 3.917 -0.767 -5.740 0.124
C 4.659 0.998 -4.083 -0.254
S 6.324 0.374 -3.665 0.677
C 6.321 -1.039 -2.494 -0.165
O 6.892 -0.167 -4.921 -0.346
O 7.268 1.422 -3.224 -0.346
C 3.766 1.718 -2.987 -0.478
C 3.850 3.317 -3.126 -0.136
C 5.020 3.986 -2.295 -0.063
C 4.630 4.529 -0.878 -0.533
F 5.199 3.747 0.105 -0.031
F 3.307 4.755 -0.682 0.107
F 5.254 5.791 -0.746 0.037
P 3.924 0.987 -1.264 0.446
S 2.720 1.696 0.071 0.345
H -0.781 1.973 -1.085 0.061
H -1.541 0.264 -1.040 0.064
H -1.721 1.399 -2.515 0.090
H 0.949 -0.031 -1.655 0.089
H 0.042 -0.100 -3.232 0.078
H 0.333 2.322 -3.672 0.092
H 1.186 2.631 -2.134 0.084
H 0.902 1.495 -5.872 -0.052
H 1.732 -0.334 -4.495 0.118
H 4.868 1.675 -4.955 0.141
H 5.302 -1.387 -2.183 0.052
H 6.918 -1.927 -2.864 -0.001
H 6.828 -0.670 -1.554 0.086
H 2.871 3.821 -2.942 0.122
H 4.096 3.504 -4.213 0.108
H 5.878 3.282 -2.156 0.064
H 5.377 4.870 -2.898 0.141
H 5.291 1.085 -0.835 -0.014
H 3.643 -0.418 -1.385 0.001
N -2.067 -2.190 -3.532 -0.633
O -1.647 -1.643 -4.580 -0.101
O -1.531 -1.960 -2.435 -0.065
O -3.039 -2.961 -3.555 -0.082
Br 8.004 3.172 -0.152 0.787
C 8.135 4.357 1.383 -0.814
C 9.089 5.493 1.111 -0.698
Br 10.935 4.894 1.225 0.673
H 8.427 3.741 2.240 0.042
H 7.123 4.739 1.539 -0.072
H 8.996 6.273 1.873 0.048
H 8.958 5.937 0.127 0.068
C -3.318 1.011 3.086 -0.170
C -2.853 2.391 2.662 -0.174
C -1.702 2.064 1.725 -0.204
O -2.010 0.803 1.121 -0.165
C -3.117 0.210 1.815 -0.191
H -4.346 0.984 3.448 0.111
H -2.667 0.626 3.876 0.124
H -3.652 2.895 2.108 0.110
H -2.557 3.031 3.493 0.112
H -0.759 1.954 2.271 0.121
H -1.568 2.822 0.948 0.103
H -3.995 0.275 1.160 0.114
H -2.907 -0.843 2.011 0.112
O -6.783 -1.260 4.577 0.036
C -6.056 -2.228 4.471 -0.568
O -4.817 -2.092 4.026 -0.029
C -3.815 -3.171 4.023 -0.484
C -4.001 -4.017 2.757 -0.210
C -6.574 -3.617 4.757 0.006
H -3.843 -3.764 4.990 -0.234
H -2.837 -2.688 3.995 0.104
H -4.984 -4.497 2.736 0.055
H -3.247 -4.788 2.684 -0.004
H -3.937 -3.378 1.864 0.061
H -7.120 -3.981 3.884 0.052
H -7.251 -3.562 5.610 0.084
H -5.797 -4.331 5.024 0.046
Na 6.772 -3.756 -3.329 0.829
K 6.762 5.198 3.323 0.959
C -6.943 -3.545 1.012 -0.023
C -6.048 -2.741 0.445 0.042
C -5.210 -3.205 -0.686 -0.369
O -4.397 -2.480 -1.192 0.172
C -5.411 -4.593 -1.159 0.069
C -6.313 -5.393 -0.586 0.022
C -7.142 -4.926 0.539 -0.368
O -7.976 -5.665 1.068 0.027
H -7.563 -3.223 1.842 0.094
H -5.889 -1.723 0.781 0.133
H -4.790 -4.915 -1.986 0.136
H -6.475 -6.412 -0.916 0.121
Br -3.086 -5.187 4.985 0.165
C 2.707 1.561 3.794 -0.532
O 2.136 1.226 4.935 -0.323
H 3.703 1.095 3.564 0.021
H 2.147 1.332 2.857 -0.003
H 2.940 2.648 3.640 0.014
O -10.288 -4.479 2.409 0.315
H -10.117 -3.615 2.838 0.193
H -9.483 -4.803 1.906 0.132
H -11.077 -4.442 1.833 0.191
```

The HOMO energy is -4.20 eV. The HOMO-LUMO gap is 1.080 eV. The LUMO energy is -3.120 eV.

***

Number 1: DFT total energy -209640.599 eV, strongest force on any atom 0.8 eV/Å. Number 2: DFT total energy -24016.923 eV, strongest force on any atom 9.8 eV/Å. Number 3: DFT total energy -17490.621 eV, strongest force on any atom 3.5 eV/Å. Number 4: DFT total energy -234061.788 eV, strongest force on any atom 3.3 eV/Å. Number 5: DFT total energy -20276.062 eV, strongest force on any atom 3.1 eV/Å. Number 6: DFT total energy -340222.734 eV, strongest force on any atom 9.5 eV/Å.